This record from OMol25 describes a structure of composition C37H47IrNO2. The level of theory is ωB97M-V with the def2-TZVPD basis set.

Element x y z (Å)
Ir 1.017 1.707 0.144
C -0.916 -4.543 -2.564
C -1.554 -3.323 -3.244
C -1.589 -3.580 -4.751
C -2.999 -3.165 -2.749
C -0.760 -2.067 -2.884
C -0.608 -1.729 -1.565
C 0.109 -0.574 -1.203
N 0.360 -0.143 0.055
C 0.212 -0.742 1.311
C 0.024 -2.097 1.546
C -0.097 -2.574 2.840
C -0.029 -1.646 3.874
C 0.199 -0.280 3.702
C 0.368 0.184 2.386
O 0.671 1.459 2.107
C 0.277 0.584 4.972
C 1.476 0.118 5.812
C -1.014 0.392 5.784
C 0.432 2.091 4.736
C -0.288 -4.073 3.070
C -0.433 -4.418 4.552
C -1.554 -4.548 2.342
C 0.925 -4.834 2.517
C 0.604 0.320 -2.233
O 1.145 1.453 -1.881
C 0.472 -0.050 -3.602
C -0.191 -1.223 -3.875
C 1.018 0.855 -4.706
C 0.322 2.224 -4.648
C 2.537 1.031 -4.540
C 0.771 0.261 -6.093
H -1.473 -5.447 -2.818
H -0.918 -4.446 -1.477
H 0.118 -4.673 -2.889
H -2.158 -4.490 -4.948
H -0.587 -3.721 -5.161
H -2.073 -2.765 -5.291
H -3.580 -4.056 -2.998
H -3.477 -2.302 -3.215
H -3.041 -3.029 -1.667
H -1.079 -2.322 -0.799
H 0.024 -2.790 0.719
H -0.132 -2.004 4.888
H 1.395 -0.933 6.092
H 1.540 0.708 6.729
H 2.407 0.249 5.257
H -1.172 -0.646 6.079
H -1.881 0.715 5.205
H -0.969 0.993 6.694
H 1.370 2.336 4.245
H 0.410 2.589 5.708
H -0.375 2.492 4.125
H -1.297 -3.922 4.999
H 0.457 -4.140 5.119
H -0.574 -5.494 4.662
H -2.434 -4.018 2.711
H -1.704 -5.618 2.500
H -1.487 -4.377 1.266
H 1.841 -4.519 3.020
H 1.054 -4.661 1.447
H 0.801 -5.908 2.669
H -0.306 -1.511 -4.907
H 0.500 2.727 -3.701
H -0.756 2.110 -4.785
H 0.699 2.858 -5.454
H 2.782 1.509 -3.595
H 2.922 1.655 -5.349
H 3.043 0.064 -4.588
H -0.294 0.150 -6.307
H 1.255 -0.710 -6.214
H 1.188 0.935 -6.844
C 2.797 1.694 0.320
H 3.246 1.678 1.312
H 3.441 1.689 -0.560
C 0.672 3.668 0.091
C 0.407 4.843 -0.033
C 0.067 6.229 -0.165
C -0.218 7.000 0.965
C -0.546 8.338 0.833
C -0.596 8.925 -0.424
C -0.315 8.167 -1.552
C 0.015 6.827 -1.426
H -0.178 6.534 1.940
H -0.765 8.927 1.715
H -0.853 9.972 -0.524
H -0.353 8.621 -2.534
H 0.236 6.229 -2.300

Properties
multiplicity = 2
strongest force on any atom = 0.56 eV Å⁻¹
HOMO energy (spin up / spin down) = -0.2709 / -0.2761 Ha
energy above the lowest of the compared OMol25 structures with the same formula, charge and spin = 0.000 eV
HOMO-LUMO gap (spin up / spin down) = 6.98 / 5.24 eV